# 1
Molecular formula: C49H34Cl8N5O4S2Y
Method: DFT, the ωB97M-V functional and the def2-TZVPD basis

The geometry in ORCA input format:
```
! RIJCOSX wB97M-V def2-TZVPD def2/J DEFGRID3
* xyz 0 1
Y 0.311 0.719 -1.254
Cl -1.313 3.637 -7.720
Cl -2.464 -0.428 5.250
Cl 0.613 -1.382 -7.234
Cl -1.449 3.866 -4.593
Cl 0.613 -3.769 2.415
Cl 0.445 -1.106 -4.105
Cl -0.282 1.004 -9.053
Cl -5.062 -5.499 4.192
S -2.622 -5.285 5.884
S -0.760 3.524 -0.351
O 0.631 2.934 -0.525
O -1.354 0.749 -0.250
O -0.537 1.465 -3.227
O -3.141 -5.653 1.246
N 2.334 1.752 -2.931
N 1.222 0.268 1.171
N 0.388 -1.787 -0.969
N 2.990 0.243 -0.852
N -0.984 -3.486 -0.730
C -0.925 2.408 -5.353
C 4.390 -1.279 0.335
C -0.981 -3.163 2.769
C 0.847 5.731 -0.747
C -2.324 -1.639 4.011
C 4.146 0.978 -4.273
C 2.754 2.750 -5.059
C 3.324 -0.391 0.271
C -2.630 2.559 3.051
C -2.094 -3.640 2.091
C -0.429 5.287 -0.449
C 2.963 -0.128 2.751
C -0.067 0.182 -5.146
C -3.323 -3.048 2.373
C -0.374 4.037 2.349
C -0.846 2.302 -6.732
C -3.451 -2.046 3.317
C -1.485 6.178 -0.304
C 2.043 2.642 -3.873
C -2.293 2.696 1.711
C 2.105 0.221 3.786
C 0.012 0.070 -6.523
C -2.520 -6.308 3.527
C -1.199 -6.357 4.061
C -2.153 -4.252 -0.353
C 3.734 0.076 -1.948
C 3.387 0.952 -3.109
C 0.386 0.549 2.163
C -1.172 3.444 1.382
C -0.820 -2.154 -0.585
C -1.251 7.535 -0.439
C -0.378 1.133 -7.335
C 5.124 -1.505 -0.817
C 1.073 7.097 -0.883
C -2.901 -6.734 2.140
C -0.534 1.350 -4.493
C -1.108 -5.845 5.316
C 0.030 7.996 -0.728
C -2.047 -4.770 1.082
C -3.383 -5.754 4.425
C 1.033 -2.935 -1.363
C 2.476 -0.083 1.454
C -0.713 3.882 3.684
C 0.198 -3.998 -1.217
C -1.841 3.147 4.031
C 0.797 0.560 3.491
C 4.804 -0.813 -1.972
C 3.812 1.884 -5.267
C -1.084 -2.188 3.748
H -0.099 4.334 4.453
H 1.191 3.279 -3.670
H 2.465 3.483 -5.799
H 4.616 -1.797 1.256
H -3.034 -3.619 -0.459
H -1.101 -5.313 1.186
H -2.067 8.237 -0.324
H 4.380 1.916 -6.188
H 4.987 0.315 -4.410
H -2.112 -7.375 1.731
H 0.323 -5.047 -1.421
H -2.257 -5.099 -1.029
H -0.233 -5.764 5.939
H -1.565 -1.439 -0.239
H 5.945 -2.210 -0.814
H -2.481 5.811 -0.081
H 0.503 4.603 2.060
H -4.412 -1.600 3.529
H 0.209 9.057 -0.838
H 0.093 0.830 4.267
H -0.626 0.766 1.828
H -0.354 -6.757 3.517
H -0.206 -1.865 4.286
H -3.493 1.970 3.332
H -4.203 -3.411 1.858
H 1.641 5.007 -0.868
H -3.833 -7.298 2.152
H 5.381 -0.964 -2.872
H 2.068 7.454 -1.114
H -2.104 3.027 5.075
H 2.462 0.228 4.808
H -2.813 2.167 0.920
H 2.045 -2.924 -1.736
H 3.994 -0.390 2.947
*
```

Properties
- E_HOMO: -7.00 eV
- Energy above the lowest of the compared OMol25 structures with the same formula, charge and spin: 9.5 kJ/mol

=====

# 2
Molecular formula: C49H34N9O6RbS
Method: DFT, the ωB97M-V functional and the def2-TZVPD basis

The geometry in ORCA input format:
```
! RIJCOSX wB97M-V def2-TZVPD def2/J DEFGRID3
* xyz -2 1
Rb -0.519 0.456 -0.026
S -0.158 5.104 -7.288
O -1.484 0.728 2.207
O -4.557 -1.561 7.855
O -2.406 -3.354 -2.227
O -1.421 -1.340 -2.579
O -3.371 0.573 1.031
O -6.496 -1.453 6.868
N 3.052 -0.203 0.286
N -5.258 -1.333 6.851
N -1.521 1.715 -2.408
N 0.012 3.373 0.601
N 1.140 1.301 -2.702
N -0.783 -2.561 -0.837
N 1.049 4.227 -6.579
N -1.381 4.660 -6.268
N 2.327 2.227 1.394
C 2.093 3.474 1.771
C 0.930 -5.426 -3.509
C -3.576 2.749 -3.055
C 0.758 5.540 1.246
C -0.889 2.331 -3.416
C 4.267 2.157 2.789
C 1.539 -5.461 -0.808
C 1.702 -6.458 -2.989
C 0.663 -4.465 -1.293
C 0.030 -3.501 -0.423
C -2.637 -0.381 4.447
C 2.592 2.448 -4.789
C 4.256 -2.087 1.924
C 0.564 -2.277 1.670
C -2.804 1.908 -2.233
C -1.586 3.202 -4.303
C -2.956 3.402 -4.094
C 3.355 1.556 1.894
C -3.238 -0.799 5.612
C -2.241 -1.144 -3.708
C 0.731 -2.226 3.039
C 3.184 -1.454 -0.103
C -1.367 5.274 0.195
C 4.017 3.448 3.205
C 0.307 -4.574 3.184
C 1.225 2.711 -4.658
C -1.092 3.912 0.135
C 0.131 -4.629 1.814
C 0.925 4.148 1.186
C -0.869 3.827 -5.364
C 2.030 -6.443 -1.639
C 0.518 2.094 -3.585
C -2.686 0.446 2.061
C 4.113 -0.781 2.344
C 3.795 -2.439 0.660
C -3.396 -0.081 3.318
C 0.628 -3.377 3.804
C -0.401 6.102 0.745
C -4.780 -0.220 3.370
C -5.401 -0.634 4.529
C 3.204 1.636 -3.865
C 2.425 1.098 -2.829
C -1.583 -2.516 -1.904
C 0.279 -3.484 1.030
C -4.632 -0.922 5.662
C 2.911 4.121 2.723
C 0.522 3.579 -5.542
C 3.510 0.156 1.490
C 0.446 -4.436 -2.688
H -0.550 7.174 0.789
H 0.712 -5.408 -4.572
H 2.677 -7.218 -1.244
H -1.803 3.229 -0.305
H -2.296 5.667 -0.186
H 2.785 -1.684 -1.083
H 2.054 -7.252 -3.632
H 0.658 -1.373 1.082
H 1.824 -5.456 0.233
H 4.439 -0.490 3.332
H -3.256 1.386 -1.396
H -0.163 -5.559 1.348
H -5.348 0.006 2.479
H -2.585 -2.107 -4.098
H 0.175 -5.472 3.773
H 2.675 5.108 3.089
H 2.879 0.488 -2.063
H 4.716 -2.825 2.571
H -0.111 -3.622 -3.122
H -1.634 -0.626 -4.454
H 0.774 -3.340 4.876
H 3.893 -3.445 0.287
H 5.146 1.629 3.127
H -6.474 -0.744 4.594
H 0.933 -1.274 3.508
H 4.262 1.420 -3.922
H -1.565 -0.269 4.376
H -4.634 2.872 -2.867
H -3.493 4.069 -4.759
H 1.526 6.177 1.660
H -2.666 -1.035 6.498
H 3.132 2.905 -5.609
H -3.104 -0.526 -3.447
H 4.680 3.932 3.910
*
```

Properties
- E_HOMO (spin up / spin down): -0.08 / -0.35 eV
- Energy above the lowest of the compared OMol25 structures with the same formula, charge and spin: 95.4 kJ/mol

=====

# 3
Molecular formula: C49H35BrF3N10O4S2V
Method: DFT, the ωB97M-V functional and the def2-TZVPD basis

The geometry in ORCA input format:
```
! RIJCOSX wB97M-V def2-TZVPD def2/J DEFGRID3
* xyz 1 2
Br 7.667 3.251 1.115
V -0.063 -0.159 0.263
S -1.562 -1.423 -1.168
S -1.994 -1.504 2.962
F -3.564 -0.426 -4.959
F -3.213 -1.921 -3.441
F -4.962 -0.654 -3.320
O 0.996 -0.147 -0.925
O 0.714 -0.341 3.365
O 1.828 -2.827 -0.273
O -1.477 -1.261 1.569
N 2.927 3.256 2.544
N 5.944 1.562 -4.457
N 1.099 -1.338 1.329
N 4.941 0.872 -4.669
N 1.362 1.379 1.254
N -2.640 2.684 2.373
N -1.384 1.127 -1.182
N 1.535 2.428 -1.547
N -1.296 1.292 1.433
N -1.423 3.186 2.616
C 2.685 1.320 1.193
C -5.201 -3.202 4.311
C 2.499 -0.935 -2.595
C -1.262 -4.369 1.339
C -2.491 -5.317 3.177
C 2.683 4.049 -2.882
C -2.547 2.728 -2.496
C -3.176 1.698 -3.185
C -1.623 -5.447 0.545
C -2.909 0.382 -2.857
C 3.499 -0.660 -3.522
C 6.638 1.427 -0.802
C -1.650 2.386 -1.507
C 2.279 -2.191 3.137
C -0.632 2.318 2.033
C 1.790 3.673 -1.866
C -5.891 -3.235 5.514
C -2.847 -6.395 2.381
C 3.187 1.724 -3.177
C 7.320 3.564 -1.699
C 0.816 2.356 1.973
C 2.592 -2.978 2.033
C -3.724 -2.027 2.646
C 2.197 1.448 -2.205
C 6.937 3.154 -2.963
C -4.496 -0.957 4.787
C 7.155 2.703 -0.625
C -1.330 -3.130 3.525
C 1.607 3.303 2.618
C 1.833 -2.427 0.869
C -2.560 1.550 1.663
C 4.061 -4.269 3.369
C -5.874 -2.137 6.360
C 1.286 -1.174 2.681
C -3.647 -0.675 -3.635
C 3.912 0.634 -3.762
C 2.858 -2.417 4.368
C 3.474 -4.031 2.127
C -1.997 0.108 -1.813
C 6.342 1.907 -3.144
C -1.698 -4.295 2.662
C 3.466 2.266 1.841
C -5.179 -0.993 5.991
C 1.878 0.081 -1.894
C 3.764 -3.471 4.467
C -2.418 -6.459 1.064
C 3.383 3.073 -3.533
C 6.228 1.033 -2.060
C -4.495 -2.064 3.936
H 2.621 -1.797 5.223
H 3.702 -4.646 1.267
H 4.060 3.329 -4.337
H 1.163 4.100 3.201
H 2.795 5.090 -3.151
H -3.953 -0.065 4.497
H -3.409 0.978 1.328
H 4.246 -3.672 5.414
H 1.251 4.433 -1.308
H 4.763 -5.085 3.477
H 7.755 4.541 -1.545
H -1.715 -3.229 4.541
H 5.856 0.028 -2.211
H -0.253 -2.986 3.574
H -2.821 -5.268 4.208
H -4.102 -1.274 1.953
H -0.651 -3.577 0.927
H -3.709 -2.989 2.139
H -1.279 -5.495 -0.480
H -3.458 3.159 2.718
H 2.209 -1.954 -2.378
H -3.871 1.921 -3.984
H -5.219 -4.061 3.651
H 3.122 0.511 0.620
H -2.747 3.763 -2.733
H 4.017 -1.470 -4.018
H 7.065 3.804 -3.819
H 6.563 0.748 0.036
H -5.170 -0.132 6.646
H -6.442 -4.123 5.793
H -6.400 -2.171 7.304
H 4.548 2.236 1.800
H -1.120 3.146 -0.944
H -2.700 -7.299 0.443
H -3.462 -7.185 2.794
*
```

Properties
- E_HOMO (spin up / spin down): -10.26 / -10.30 eV
- Expectation value of S²: 0.783
- Energy above the lowest of the compared OMol25 structures with the same formula, charge and spin: 95.2 kJ/mol